Entry 1:
This record from the Open Molecules 2025 dataset describes a cluster of 2 separate species, CH4O3 in total at a distorted geometry. The level of theory is ωB97M-V/def2-TZVPD.

```
8
Properties=species:S:1:pos:R:3:forces:R:3
C -0.044833 -0.676593 0.254981 3.94 2.68 1.09
O 1.365106 0.622642 -0.293730 -3.94 -0.45 1.09
O -1.617144 0.805488 0.097099 -0.03 0.30 -0.63
O -1.070612 -0.413962 -0.428855 -2.56 1.31 -0.74
H 0.192198 -1.674782 0.048404 1.27 -1.30 -0.08
H 0.171591 -0.144333 1.184809 -0.69 -0.89 0.00
H 2.029300 0.030671 -0.522044 2.09 -1.58 -0.84
H -1.025604 1.450867 -0.340662 -0.08 -0.06 0.12
```
Positions in Å, forces in eV/Å.

Values from the calculation:
- Energy: -7238.9920 eV
- ΔE to the lowest compared entry with this formula, charge and spin: 5.659 eV
- Frontier orbital gap: 10.8 eV


Entry 2:
This record from the Open Molecules 2025 dataset describes a cluster of 2 separate species, CH4O3S in total at a distorted geometry. The level of theory is ωB97M-V/def2-TZVPD.

```
9
Properties=species:S:1:pos:R:3:forces:R:3
C 0.199875 0.794702 1.408443 1.79 0.70 3.05
O 1.219999 0.706743 0.640421 1.20 -0.73 -2.04
O -0.888411 0.362524 1.202527 -1.95 -0.34 -0.07
O 0.483419 -0.060080 -1.777769 2.04 0.52 -0.73
S -0.876688 -0.624628 -1.614289 -1.31 -1.74 -0.90
H 0.550301 1.229512 2.422876 -0.87 -0.24 -1.36
H 1.013458 0.223398 -0.260953 0.28 1.03 0.61
H -0.853046 -2.085282 -1.731911 0.21 1.56 0.39
H -0.848907 -0.546889 -0.289346 -1.38 -0.76 1.05
```
Positions in Å, forces in eV/Å.

Values from the calculation:
- Energy: -18077.7790 eV
- ΔE to the lowest compared entry with this formula, charge and spin: 2.068 eV
- Frontier orbital gap: 10.5 eV


Entry 3:
This record from the Open Molecules 2025 dataset describes an isolated molecule of CH4O4 at a distorted geometry. The level of theory is ωB97M-V/def2-TZVPD.

```
9
Properties=species:S:1:pos:R:3:forces:R:3
C -0.446500 0.141313 0.383988 2.16 1.06 -0.64
O -0.891094 -0.943501 -0.295950 -0.60 -0.25 -1.10
O -0.804524 1.258166 -0.337516 -0.48 -0.09 -0.36
O 1.773339 0.246998 -0.574058 0.85 -0.75 -0.54
O 0.980112 0.186620 0.599073 -0.31 -0.39 1.17
H -0.733095 0.290061 1.404214 -0.52 -0.57 0.89
H -0.954766 -1.788885 0.138238 0.28 -0.05 0.78
H -1.470297 0.958626 -0.969991 0.12 0.20 -0.09
H 2.546824 -0.349397 -0.347994 -1.50 0.83 -0.11
```
Positions in Å, forces in eV/Å.

Values from the calculation:
- Energy: -9288.5966 eV
- ΔE to the lowest compared entry with this formula, charge and spin: 3.690 eV
- SMILES string: OOC(O)O
- Frontier orbital gap: 10.5 eV


Entry 4:
This record from the Open Molecules 2025 dataset describes an isolated molecule of CH4O4 at a distorted geometry. The level of theory is ωB97M-V/def2-TZVPD.

```
9
Properties=species:S:1:pos:R:3:forces:R:3
C -0.047505 0.044319 0.015649 0.53 1.65 -0.85
O -1.008560 -0.469295 0.852191 -0.46 2.42 -0.50
O 0.925687 0.601340 0.816880 0.38 0.82 0.05
O 0.597432 -0.849996 -0.847295 -0.59 -0.52 0.96
O -0.595232 1.073853 -0.793555 -1.68 -1.88 0.77
H -0.963332 -1.381391 0.860269 0.16 -3.06 -0.05
H 1.251426 1.347488 0.290558 0.22 -0.04 0.37
H 1.348714 -1.061136 -0.279795 0.42 -0.54 -0.50
H -1.508631 0.694815 -0.914904 1.02 1.15 -0.25
```
Positions in Å, forces in eV/Å.

Values from the calculation:
- Energy: -9291.7378 eV
- ΔE to the lowest compared entry with this formula, charge and spin: 0.549 eV
- SMILES string: OC(O)(O)O
- Frontier orbital gap: 11.9 eV


Entry 5:
This record from the Open Molecules 2025 dataset describes a cluster of 2 separate species, CH4O4P2 in total at a distorted geometry. The level of theory is ωB97M-V/def2-TZVPD.

```
11
Properties=species:S:1:pos:R:3:forces:R:3
C -2.374377 -0.111238 0.446102 0.13 1.04 1.26
O 3.207306 0.738405 0.206510 2.22 2.02 0.35
O 0.881394 1.129908 -1.127150 1.75 0.18 0.89
O 1.052341 0.022641 1.136917 -2.70 -1.65 -1.71
O 1.985886 -1.090614 -1.039188 -0.12 -1.06 -0.46
P -2.404753 -1.462223 -0.488281 0.02 -1.54 -0.75
P 1.966134 0.164064 -0.261662 -2.34 -0.61 0.75
H -1.834196 -0.135240 1.499944 -1.33 0.88 -1.94
H 0.122770 -0.407150 0.834097 2.92 1.31 1.08
H -2.909939 0.779133 -0.022062 1.00 -0.40 1.52
H 0.307437 0.372317 -1.185229 -1.55 -0.18 -0.98
```
Positions in Å, forces in eV/Å.

Values from the calculation:
- Energy: -27870.0158 eV
- ΔE to the lowest compared entry with this formula, charge and spin: 1.421 eV
- Frontier orbital gap: 5.5 eV
- Charge: -2


Entry 6:
This record from the Open Molecules 2025 dataset describes a cluster of 2 separate species, CH4OS in total at a distorted geometry. The level of theory is ωB97M-V/def2-TZVPD.

```
7
Properties=species:S:1:pos:R:3:forces:R:3
C 0.502093 1.560922 1.192436 0.12 -0.26 0.07
O -0.683388 -1.408527 -1.007961 1.45 2.77 -1.54
S 1.137835 0.818944 -0.170977 -1.32 -0.82 1.74
H -1.357205 -0.818239 -0.708436 -1.01 0.29 0.26
H 0.957050 2.531698 1.516911 0.11 -0.53 -1.01
H -0.881306 -2.258682 -0.785483 -1.16 -3.62 1.05
H 0.324921 -0.426116 -0.036489 1.81 2.16 -0.57
```
Positions in Å, forces in eV/Å.

Values from the calculation:
- Energy: -13980.8520 eV
- ΔE to the lowest compared entry with this formula, charge and spin: 2.936 eV
- Frontier orbital gap: 8.3 eV


Entry 7:
This record from the Open Molecules 2025 dataset describes a cluster of 2 separate species, CH4OS2 in total at a distorted geometry. The level of theory is ωB97M-V/def2-TZVPD.

```
8
Properties=species:S:1:pos:R:3:forces:R:3
C 1.103076 0.974541 0.237121 1.99 3.26 3.02
O 2.367635 1.258455 0.091785 -3.46 -0.40 0.43
S -2.724716 -1.871860 -0.523594 0.05 1.03 0.55
S 3.348278 0.509880 -1.016137 0.55 -0.42 -0.49
H 0.589579 1.665206 1.095715 1.17 -1.96 -2.41
H 0.644456 0.154805 -0.262401 -0.25 -0.50 -0.56
H -2.483344 -2.229184 0.792832 -0.24 0.80 -0.92
H -2.844964 -0.461842 -0.415321 0.20 -1.81 0.38
```
Positions in Å, forces in eV/Å.

Values from the calculation:
- Energy: -24816.0011 eV
- ΔE to the lowest compared entry with this formula, charge and spin: 3.274 eV
- Frontier orbital gap (spin up / spin down): 7.5 / 7.1 eV


Entry 8:
This record from the Open Molecules 2025 dataset describes a structure of composition CH4OTl at a distorted geometry. The level of theory is ωB97M-V/def2-TZVPD.

```
7
Properties=species:S:1:pos:R:3:forces:R:3
Tl -0.625042 1.415208 0.794542 1.11 1.91 3.86
O -1.142538 0.839226 -0.920531 -1.54 -1.56 -4.03
H -0.782761 1.059664 -1.778335 -0.05 0.40 -0.60
C 0.449610 -0.536106 0.565984 2.41 -3.26 -0.66
H 0.988993 -0.997399 -0.274241 -0.43 1.50 -1.50
H -0.307081 -1.345540 0.516567 -0.15 0.91 1.59
H 1.418818 -0.435054 1.096015 -1.36 0.10 1.33
```
Positions in Å, forces in eV/Å.

Values from the calculation:
- Energy: -7829.9378 eV
- Frontier orbital gap (spin up / spin down): 7.5 / 7.1 eV
- Charge: +1


Entry 9:
This record from the Open Molecules 2025 dataset describes a cluster of 2 separate species, CH4S2 in total at a distorted geometry. The level of theory is ωB97M-V/def2-TZVPD.

```
7
Properties=species:S:1:pos:R:3:forces:R:3
C 0.756225 1.154193 -0.582723 0.68 -0.54 -0.56
S -1.410652 -0.996747 0.673048 -2.13 1.73 -0.95
S 1.076149 -0.075540 -1.609950 0.03 1.08 0.77
H -0.187220 1.733148 -0.779506 1.15 -0.31 0.76
H 1.505201 1.389286 0.258210 -1.54 -0.07 -1.24
H -0.803757 -1.100812 1.782961 1.02 -0.14 1.99
H -0.935946 -2.103528 0.257959 0.78 -1.75 -0.77
```
Positions in Å, forces in eV/Å.

Values from the calculation:
- Energy: -22770.6319 eV
- ΔE to the lowest compared entry with this formula, charge and spin: 1.657 eV
- SMILES string: C=S.S
- Frontier orbital gap (spin up / spin down): 8.4 / 8.4 eV


Entry 10:
This record from the Open Molecules 2025 dataset describes an isolated molecule of CH5BOS at a distorted geometry. The level of theory is ωB97M-V/def2-TZVPD.

```
9
Properties=species:S:1:pos:R:3:forces:R:3
B -0.399046 -0.208183 0.111228 0.62 0.34 -1.16
C 1.212169 0.424331 -0.136343 -2.91 -0.42 0.63
O -0.327461 -1.521183 0.403570 -0.24 -2.32 1.96
S -2.182333 0.339814 -0.220272 2.01 1.93 -0.40
H 1.453300 0.745242 0.930790 0.24 -0.37 -1.48
H 1.714109 -0.558460 -0.432069 -0.18 1.83 0.28
H 1.241156 1.313276 -0.856682 0.30 -1.52 1.01
H -0.942581 -2.131210 0.924693 0.91 1.89 -1.49
H -1.769311 1.596372 -0.724918 -0.75 -1.35 0.63
```
Positions in Å, forces in eV/Å.

Values from the calculation:
- Energy: -14678.3132 eV
- ΔE to the lowest compared entry with this formula, charge and spin: 0.313 eV
- SMILES string: CB(O)S
- Frontier orbital gap: 10.1 eV